16
Properties=species:S:1:pos:R:3:forces:R:3 method="wB97M-V/def2-TZVPD" lumo_ha=0.0117 de_lowest_kcal_mol=137.7 homo_ev=-8.28 charge=0 smiles="OC[C@H]1[C@@H]2N=CN[C@H]12" gap_ha=0.3161
O 2.48363 -0.37197 -0.26185 3.7 0.1 5.5
C 1.47751 -1.25125 -0.28436 -4.6 -4.4 -0.7
C -0.00181 -0.74108 0.18230 -0.2 -1.3 -1.1
C -0.12410 0.38798 1.08582 2.1 3.5 -2.1
N -1.44390 0.95136 1.49216 2.7 -1.1 0.8
C -2.09429 1.13241 0.40472 -5.0 1.0 5.0
N -1.60389 0.93456 -0.72717 4.7 -0.7 -7.3
C -0.15414 0.56168 -0.57634 -0.5 -0.6 -0.2
H 2.96088 -0.65865 0.80686 -1.8 2.0 -5.1
H 1.04088 -1.42266 -1.44119 2.2 -0.3 2.7
H 1.80779 -2.23256 0.35769 -1.2 1.8 -2.1
H -0.90295 -1.47838 0.24343 2.0 1.0 -0.6
H 0.95603 0.80522 1.21796 -2.3 -0.2 1.5
H -3.17429 1.38932 0.54760 0.9 0.0 -0.5
H -1.95772 1.08258 -1.70441 0.1 0.0 2.1
H 0.73036 0.91144 -1.34322 -2.7 -0.6 2.1

***

18
Properties=species:S:1:pos:R:3:forces:R:3 method="wB97M-V/def2-TZVPD" lumo_ha=0.0405 de_lowest_kcal_mol=97.2 homo_ev=-8.33 charge=0 smiles="C=N[C@@H](N)N(C)N=C" gap_ha=0.3465
C 1.93583 -1.55635 -0.23685 -0.3 0.8 0.1
N 1.18616 -1.44625 0.77118 -1.2 0.8 1.0
C -0.01212 -0.14444 0.93108 2.5 -2.6 -0.4
N 0.69304 0.93633 1.46377 -0.3 0.4 0.0
N -0.46186 0.00145 -0.38754 -2.2 3.2 -0.6
C -1.20942 -1.16562 -0.86911 -0.2 -0.1 -0.3
N -1.57662 1.27318 -0.37397 1.5 -1.4 -0.3
C -1.04493 2.41384 -0.52605 0.5 -0.6 -0.1
H 1.84233 -0.94665 -1.15170 -0.1 -0.1 0.1
H 2.81093 -2.22737 -0.19999 -0.5 0.0 0.0
H -0.75604 -0.53029 1.63315 0.3 -0.3 0.1
H 1.43954 1.22160 0.84424 0.1 0.0 0.1
H 1.03906 0.72788 2.39045 0.1 0.0 -0.1
H -1.28669 -1.98584 -0.14796 0.2 0.2 0.1
H -0.71836 -1.55652 -1.76370 0.0 0.0 0.1
H -2.23558 -0.90674 -1.14405 0.2 0.3 0.1
H -1.68789 3.30250 -0.64447 0.1 -0.6 0.3
H 0.04263 2.58929 -0.58848 -0.5 -0.2 -0.1

***

97
Properties=species:S:1:pos:R:3:forces:R:3 method="wB97M-V/def2-TZVPD" lumo_ha="-0.0196 / -0.0529" multiplicity=4 homo_ev="-6.34 / -7.09" charge=0 gap_ha="0.2135 / 0.2077"
Tc 0.37770 0.52121 -0.16204 -4.1 -2.3 2.6
C 0.43775 1.60934 -2.08141 -0.1 1.1 -0.5
C 0.28644 2.54354 -1.01267 0.8 0.5 -0.8
C 1.45673 2.39096 -0.17665 0.3 0.9 -0.7
Si -1.27142 3.53699 -0.73587 -0.1 -0.5 0.4
C 2.28774 1.38768 -0.74214 0.5 0.5 -1.1
C 1.65396 0.87462 -1.93424 0.8 0.5 0.2
Si 2.18265 -0.50670 -3.08265 -0.2 -0.6 0.7
H -0.21942 1.53419 -2.93723 -0.1 -0.1 0.2
H 1.65477 2.95989 0.72359 0.1 -0.2 -0.1
H 3.24040 1.04390 -0.36175 -0.2 0.1 0.1
Cl 1.00307 -1.52899 3.87958 0.0 -0.4 0.8
C 1.11221 -0.40573 -4.59224 0.1 0.2 0.0
C 3.98434 -0.34096 -3.51988 0.0 0.2 -0.2
C -2.24721 3.48678 -2.31379 0.2 0.2 0.0
C -0.82354 5.27040 -0.22446 -0.1 0.1 -0.2
H 4.05021 0.45906 -4.26799 0.2 -0.1 0.1
H 4.34719 -1.26829 -3.97574 0.0 0.1 0.0
H 4.63457 -0.07831 -2.68122 -0.1 -0.1 -0.1
H 0.06185 -0.57243 -4.33239 0.1 0.0 -0.1
H 1.44653 -1.16815 -5.30243 -0.2 0.1 -0.1
H 1.22210 0.58773 -5.04091 -0.1 -0.2 -0.1
H -0.47640 5.78196 -1.13157 0.0 0.1 0.2
H -0.02956 5.32821 0.52616 -0.2 0.0 -0.1
H -1.70959 5.79481 0.14994 0.2 0.0 0.0
H -1.61039 3.83475 -3.13563 -0.3 0.0 0.0
H -3.10584 4.15765 -2.20444 0.0 -0.1 -0.2
H -2.59523 2.47003 -2.52934 0.0 0.2 0.0
C 1.77399 -2.10878 -2.16653 0.5 -0.3 -0.5
C -2.25501 2.58026 0.57315 -0.3 0.6 0.1
P 2.03266 -1.97807 -0.36448 0.7 -0.1 -0.2
H 2.37761 -2.90747 -2.62073 -0.2 0.0 0.0
H 0.70640 -2.31884 -2.35544 0.3 0.0 0.2
P -1.16276 1.76191 1.78580 -0.1 0.8 -0.6
H -2.83283 1.80514 0.03755 0.2 0.2 0.3
H -2.95117 3.29206 1.04012 -0.1 -0.3 -0.1
C -2.22669 1.19303 3.20856 -0.1 -0.5 0.3
C -0.31949 3.22950 2.67663 0.1 -0.4 -0.5
C 3.91265 -1.69556 -0.22237 -0.4 0.0 -0.2
C 1.95525 -3.69645 0.34674 0.0 -0.4 0.0
C 0.75326 -3.87785 1.27040 -0.2 -0.1 0.3
H 2.85185 -3.76961 0.98163 -0.1 0.0 -0.2
C 2.01757 -4.78437 -0.73545 0.1 -0.1 0.2
H 1.22105 -4.64647 -1.48185 0.2 -0.1 0.2
H 1.88778 -5.77099 -0.26678 0.0 0.2 -0.1
H 2.99058 -4.79574 -1.24360 -0.3 0.0 0.0
H 0.75742 -3.15210 2.10656 0.0 -0.2 -0.5
H 0.77478 -4.87299 1.74438 0.1 0.2 -0.3
H -0.18527 -3.79159 0.70695 0.3 -0.1 0.2
H 4.07718 -0.77412 -0.80356 0.1 -0.3 0.1
C 4.77387 -2.81513 -0.83388 0.2 0.2 0.1
C 4.34555 -1.42717 1.23537 -0.1 0.0 -0.2
H 4.55467 -3.00103 -1.89464 0.0 0.0 0.3
H 4.68094 -3.75853 -0.27300 0.0 0.3 -0.2
H 5.82674 -2.49967 -0.76471 -0.2 -0.2 -0.1
H 4.01087 -0.43764 1.57071 0.1 -0.3 0.0
H 5.44596 -1.45078 1.28396 -0.3 0.0 0.1
H 3.94593 -2.17527 1.93930 0.1 0.3 -0.2
H 0.21097 3.74508 1.86086 -0.2 0.0 0.3
C 0.72742 2.77161 3.71433 0.0 0.0 -0.2
C -1.29578 4.22402 3.32936 0.1 0.0 -0.1
H -2.03184 4.63837 2.62737 0.1 -0.2 0.2
H -0.70024 5.06482 3.71693 -0.2 -0.2 -0.1
H -1.82199 3.78043 4.18853 0.2 0.1 -0.3
H 1.61313 2.34656 3.22831 -0.3 0.0 0.2
H 0.33017 2.01897 4.41354 0.2 0.2 -0.2
H 1.04771 3.65082 4.29503 -0.1 -0.3 -0.1
C -2.27981 -0.32352 3.36082 -0.1 -0.4 0.1
C -3.63607 1.80511 3.16782 0.0 0.1 0.0
H -1.69917 1.57328 4.09549 -0.1 0.0 -0.2
H -4.13644 1.57951 2.21442 0.1 0.1 0.3
H -3.61456 2.89261 3.31638 -0.1 -0.3 -0.2
H -4.23751 1.38058 3.98504 0.2 0.0 -0.2
H -2.78102 -0.78522 2.50076 0.1 0.1 0.3
H -2.84722 -0.59436 4.26646 0.1 0.2 -0.2
H -1.27673 -0.76903 3.49717 -0.4 0.2 -0.2
C 1.35849 0.23531 1.61002 0.6 -1.0 1.9
H 2.24867 0.80421 1.90694 -0.3 0.1 -0.3
H 0.65139 0.28825 2.45193 0.6 0.1 -0.3
H 1.63557 -0.82775 1.68410 0.0 0.7 0.0
C -4.75170 -1.76784 -3.20930 -0.1 -0.3 0.4
C -3.81421 -0.77263 -3.55047 0.5 0.4 0.0
C -2.73834 -0.46287 -2.71689 -0.4 -0.1 -0.3
C -2.53839 -1.13709 -1.47900 -0.5 -0.8 0.6
C -1.48680 -0.91190 -0.51032 1.6 1.2 -0.2
C -1.42874 -1.66861 0.63367 -0.2 0.0 -0.2
C -2.37718 -2.67567 0.91606 -0.5 -0.2 -0.1
C -3.40095 -2.91189 0.03609 0.5 -0.1 0.7
C -3.50855 -2.16830 -1.15772 0.3 0.6 -0.4
C -4.58359 -2.45282 -2.02577 -0.3 0.0 -0.4
H -5.60036 -2.00788 -3.86387 0.5 0.2 0.2
H -3.95595 -0.24524 -4.50263 0.2 -0.1 0.5
H -2.02839 0.30827 -3.02711 -0.2 -0.2 0.1
H -0.64490 -1.51210 1.38306 -0.2 -0.1 -0.2
H -2.28218 -3.24446 1.83760 -0.1 0.0 -0.1
H -4.13947 -3.68191 0.24784 0.1 0.1 -0.1
H -5.27845 -3.24654 -1.72425 0.2 0.3 -0.2